ORCA calculation (ωB97M-V/def2-TZVPD) on the molecule C5H10N2S in a non-equilibrium geometry.

Atoms and positions in Å:
C  1.295  1.260  -0.959
C  1.022  0.423  0.365
C  -0.269  0.692  0.949
N  -1.514  0.774  0.290
N  -1.913  -0.230  -0.720
C  -1.394  -1.398  -0.555
C  -0.223  -1.907  0.357
S  1.416  -1.317  -0.091
H  0.785  0.696  -1.787
H  0.968  2.357  -0.795
H  2.342  0.980  -1.169
H  1.809  0.619  0.922
H  -0.315  0.266  1.952
H  -0.165  1.734  1.360
H  -1.323  1.692  -0.324
H  -1.702  -1.887  -1.445
H  -0.572  -1.774  1.383
H  -0.247  -2.979  0.267

Summary:
spin multiplicity: 1
energy above the lowest of the compared OMol25 structures with the same formula, charge and spin: 85.5 kcal per mole
lowest unoccupied orbital energy: 0.701 eV
HOMO: -8.77 eV

***

ORCA calculation (ωB97M-V/def2-TZVPD) on a cluster of 18 separate species, C21H41BrCl34F in total.

Atoms and positions in Å:
F  2.000  3.740  -1.304
C  0.781  2.827  -1.271
C  1.426  1.471  -1.111
C  2.118  0.897  -2.369
C  3.172  -0.104  -1.995
Br  3.884  -1.121  -3.542
H  0.416  2.915  -2.306
H  0.660  0.770  -0.765
H  2.170  1.564  -0.316
H  2.537  1.702  -2.969
H  1.377  0.403  -2.999
H  2.785  -0.850  -1.311
H  4.054  0.353  -1.566
C  0.782  4.875  -4.912
Cl  -0.610  4.005  -4.294
Cl  1.798  3.888  -5.988
H  0.441  5.734  -5.476
H  1.386  5.169  -4.059
C  1.450  -4.024  -3.840
Cl  1.564  -5.789  -3.712
Cl  0.583  -3.306  -2.479
H  2.450  -3.608  -3.858
H  0.914  -3.783  -4.749
C  -1.995  4.089  -0.346
Cl  -3.021  3.766  -1.744
Cl  -2.125  2.850  0.918
H  -0.971  4.088  -0.734
H  -2.282  5.041  0.086
C  3.905  -3.588  -0.861
Cl  3.548  -5.265  -0.402
Cl  4.110  -2.564  0.562
H  4.823  -3.580  -1.434
H  3.081  -3.204  -1.450
C  1.304  6.432  -0.532
Cl  0.153  6.045  -1.804
Cl  1.301  5.251  0.788
H  2.294  6.450  -0.972
H  1.046  7.396  -0.114
C  1.701  9.972  -3.072
Cl  1.567  8.332  -3.696
Cl  1.783  9.993  -1.301
H  2.611  10.413  -3.461
H  0.827  10.535  -3.376
C  0.741  -4.548  1.912
Cl  0.671  -2.858  1.445
Cl  -0.782  -5.065  2.672
H  0.894  -5.149  1.025
H  1.541  -4.694  2.627
C  -3.698  -3.049  2.268
Cl  -5.375  -3.123  2.854
Cl  -2.799  -1.676  2.897
H  -3.194  -3.948  2.595
H  -3.724  -2.985  1.188
C  -4.258  -7.087  1.760
Cl  -4.874  -8.745  1.778
Cl  -4.135  -6.396  3.380
H  -3.269  -7.095  1.317
H  -4.940  -6.473  1.184
C  -0.721  -7.219  5.527
Cl  0.988  -6.769  5.498
Cl  -0.961  -8.954  5.786
H  -1.198  -6.685  6.339
H  -1.157  -6.953  4.574
C  -0.996  -1.829  6.786
Cl  -0.027  -0.362  6.612
Cl  -0.786  -2.943  5.433
H  -0.691  -2.332  7.695
H  -2.040  -1.543  6.826
C  5.298  8.719  -5.727
Cl  5.236  7.385  -4.581
Cl  4.259  10.077  -5.246
H  6.315  9.085  -5.781
H  4.953  8.366  -6.690
C  -4.942  -0.972  -1.402
Cl  -3.284  -0.395  -1.299
Cl  -5.072  -2.718  -1.091
H  -5.534  -0.461  -0.654
H  -5.319  -0.786  -2.399
C  3.663  8.768  2.282
Cl  1.910  8.925  2.117
Cl  4.441  8.235  0.788
H  4.067  9.735  2.551
H  3.861  8.030  3.049
C  -5.721  2.477  1.974
Cl  -5.855  1.067  3.038
Cl  -6.783  3.798  2.492
H  -4.697  2.827  1.989
H  -6.010  2.180  0.974
C  -7.348  -10.622  -0.638
Cl  -8.987  -10.521  -1.297
Cl  -6.113  -10.161  -1.812
H  -7.278  -9.947  0.206
H  -7.167  -11.646  -0.338
C  5.874  -4.490  3.106
Cl  4.256  -4.850  3.720
Cl  6.820  -5.953  2.797
H  5.763  -3.949  2.175
H  6.393  -3.900  3.851

Summary:
total charge: -1
spin multiplicity: 1
lowest unoccupied orbital energy: 1.654 eV
HOMO: -2.52 eV

***

ORCA calculation (ωB97M-V/def2-TZVPD) on a cluster of 14 separate species, C55H130F18N8O26S6 in total in a non-equilibrium geometry.

Atoms and positions in Å:
C  0.104  -5.991  3.324
N  1.327  -6.502  2.624
C  2.497  -6.584  3.575
C  1.004  -7.879  2.157
C  1.604  -5.525  1.487
C  2.993  -5.582  0.957
O  3.197  -6.898  0.419
H  0.206  -4.926  3.655
H  -0.205  -6.656  4.097
H  -0.712  -5.992  2.575
H  2.246  -6.948  4.588
H  2.755  -5.533  3.683
H  3.292  -7.121  3.116
H  0.966  -8.396  3.050
H  1.857  -8.141  1.512
H  -0.020  -7.728  1.740
H  1.574  -4.469  1.974
H  0.925  -5.707  0.713
H  3.681  -5.416  1.824
H  3.227  -4.810  0.203
H  4.098  -7.005  0.074
C  3.387  3.080  -2.589
N  3.274  3.119  -4.107
C  4.289  4.206  -4.647
C  3.393  1.762  -4.671
C  1.909  3.712  -4.394
C  1.361  3.817  -5.842
O  2.002  4.872  -6.562
H  2.577  2.508  -2.209
H  3.477  4.058  -2.181
H  4.247  2.497  -2.142
H  3.907  5.113  -4.336
H  4.189  4.111  -5.734
H  5.337  4.059  -4.286
H  4.354  1.275  -4.337
H  3.441  1.872  -5.766
H  2.558  1.139  -4.466
H  1.848  4.620  -3.835
H  1.219  3.014  -3.961
H  0.252  4.009  -5.658
H  1.490  2.865  -6.498
H  1.551  5.022  -7.392
C  -1.804  4.317  -1.440
N  -1.946  5.791  -1.406
C  -1.782  6.218  0.031
C  -0.806  6.433  -2.175
C  -3.239  6.407  -1.836
C  -3.738  5.940  -3.194
O  -2.904  6.421  -4.271
H  -0.832  3.991  -0.963
H  -1.784  4.062  -2.479
H  -2.613  3.914  -0.804
H  -2.581  6.002  0.629
H  -1.388  7.227  0.041
H  -0.974  5.651  0.564
H  0.149  6.088  -1.694
H  -0.863  7.543  -2.165
H  -0.887  6.063  -3.201
H  -3.188  7.440  -1.818
H  -3.944  6.233  -1.005
H  -4.811  6.340  -3.363
H  -3.785  4.897  -3.226
H  -3.466  6.290  -5.076
C  1.592  -4.140  -3.420
N  0.814  -4.187  -4.752
C  1.685  -5.114  -5.658
C  -0.501  -4.801  -4.524
C  0.638  -2.751  -5.088
C  1.636  -2.081  -6.038
O  2.994  -2.230  -5.684
H  0.988  -3.794  -2.591
H  2.373  -3.348  -3.531
H  2.061  -5.063  -3.195
H  1.970  -6.006  -5.083
H  2.504  -4.582  -6.008
H  1.052  -5.406  -6.495
H  -0.435  -5.854  -4.300
H  -1.044  -4.788  -5.478
H  -0.999  -4.313  -3.713
H  0.590  -2.232  -4.168
H  -0.353  -2.634  -5.544
H  1.316  -1.024  -6.014
H  1.504  -2.462  -7.042
H  3.012  -1.934  -4.789
C  -0.767  -1.553  1.199
N  0.116  -0.750  0.300
C  1.545  -1.007  0.686
C  -0.054  -1.220  -1.083
C  -0.153  0.716  0.475
C  -1.558  1.194  0.147
O  -2.614  0.562  0.880
H  -0.369  -2.587  1.166
H  -1.830  -1.549  0.764
H  -0.788  -1.119  2.186
H  1.768  -2.034  0.268
H  1.627  -1.108  1.812
H  2.175  -0.219  0.310
H  0.331  -2.195  -1.046
H  0.473  -0.546  -1.836
H  -1.129  -1.203  -1.272
H  0.552  1.284  -0.134
H  0.217  1.084  1.449
H  -1.798  1.157  -0.969
H  -1.421  2.246  0.370
H  -3.286  1.257  1.035
C  6.282  -1.960  2.463
C  6.534  -0.569  1.975
N  5.840  0.424  2.899
C  4.397  0.251  3.063
C  6.660  0.418  4.234
C  6.172  1.410  5.280
C  5.993  1.754  2.138
C  7.366  2.160  1.586
O  8.333  2.323  2.510
C  9.454  3.018  2.058
H  6.797  -2.554  1.725
H  5.277  -2.208  2.319
H  6.610  -2.177  3.506
H  6.171  -0.370  0.964
H  7.630  -0.341  2.059
H  4.212  -0.606  3.713
H  3.959  0.178  2.025
H  3.908  1.190  3.397
H  7.638  0.706  3.829
H  6.601  -0.572  4.582
H  6.753  2.368  5.260
H  6.252  0.991  6.289
H  5.097  1.661  5.173
H  5.523  2.502  2.791
H  5.284  1.679  1.319
H  7.034  3.149  1.148
H  7.553  1.518  0.717
H  9.874  3.524  2.897
H  9.102  3.779  1.266
H  10.093  2.179  1.656
C  -1.376  3.626  4.592
C  -1.420  2.223  4.013
N  -2.269  1.200  4.783
C  -1.967  -0.166  4.188
C  -1.894  1.181  6.238
C  -0.399  0.947  6.434
C  -3.695  1.636  4.648
C  -4.772  0.831  5.244
O  -4.845  -0.527  4.783
C  -6.204  -0.883  4.844
H  -1.486  4.337  3.748
H  -0.495  3.891  5.199
H  -2.233  3.782  5.223
H  -0.447  1.743  3.822
H  -1.886  2.230  3.015
H  -2.506  -0.316  3.222
H  -2.318  -0.929  4.851
H  -0.842  -0.240  4.237
H  -2.430  0.333  6.690
H  -2.200  2.148  6.646
H  -0.101  -0.062  6.197
H  -0.086  1.158  7.473
H  0.205  1.586  5.824
H  -3.858  1.800  3.570
H  -3.826  2.667  5.092
H  -5.722  1.369  4.980
H  -4.638  0.712  6.351
H  -6.865  -0.233  4.202
H  -6.438  -0.912  5.896
H  -6.325  -1.844  4.399
C  -6.243  -3.774  -3.168
C  -6.621  -3.136  -1.850
N  -6.431  -1.642  -1.858
C  -7.597  -1.078  -2.627
C  -6.521  -1.044  -0.455
C  -5.366  -1.440  0.442
C  -5.093  -1.251  -2.437
C  -4.683  0.178  -2.266
O  -5.698  1.120  -2.606
C  -5.085  2.384  -2.791
H  -6.879  -3.356  -3.934
H  -6.495  -4.779  -3.069
H  -5.170  -3.694  -3.431
H  -5.963  -3.440  -1.102
H  -7.633  -3.334  -1.563
H  -8.537  -1.086  -2.052
H  -7.767  -1.782  -3.427
H  -7.385  -0.128  -3.042
H  -7.505  -1.491  -0.012
H  -6.667  0.044  -0.610
H  -5.064  -2.497  0.520
H  -5.363  -1.104  1.453
H  -4.470  -0.936  0.099
H  -5.144  -1.520  -3.531
H  -4.391  -1.876  -1.848
H  -3.754  0.300  -2.820
H  -4.381  0.422  -1.164
H  -5.881  3.169  -2.902
H  -4.434  2.340  -3.685
H  -4.566  2.587  -1.811
C  2.219  4.844  2.110
F  2.523  5.943  1.376
F  3.253  4.628  3.006
F  1.176  5.094  2.896
S  2.036  3.388  1.082
O  0.791  3.708  0.400
O  3.192  3.379  0.233
O  1.982  2.240  1.914
C  5.435  -1.937  -2.789
F  5.064  -3.053  -3.454
F  6.554  -2.325  -2.157
F  5.727  -0.978  -3.682
S  3.984  -1.351  -1.847
O  3.143  -1.015  -2.919
O  3.581  -2.487  -1.030
O  4.433  -0.168  -1.130
C  -6.190  3.389  2.008
F  -6.864  2.590  1.167
F  -6.933  4.491  2.347
F  -5.992  2.698  3.149
S  -4.558  4.012  1.356
O  -4.989  4.935  0.305
O  -3.731  4.528  2.398
O  -4.002  2.708  0.914
C  -2.141  0.795  -5.816
F  -2.027  -0.527  -6.111
F  -1.676  1.313  -6.932
F  -3.514  1.059  -5.619
S  -1.182  1.279  -4.255
O  0.166  0.828  -4.597
O  -1.315  2.762  -4.144
O  -1.751  0.531  -3.157
C  -2.999  -6.101  -0.936
F  -3.267  -6.908  0.077
F  -2.151  -6.728  -1.681
F  -4.153  -5.866  -1.630
S  -2.222  -4.426  -0.428
O  -3.183  -3.790  0.480
O  -0.959  -4.914  0.154
O  -2.009  -3.713  -1.670
C  2.473  -1.546  6.301
F  3.558  -1.995  6.965
F  1.457  -1.487  7.184
F  2.784  -0.288  5.854
S  2.067  -2.560  4.761
O  0.979  -1.714  4.231
O  3.268  -2.526  3.918
O  1.757  -3.858  5.224

Summary:
total charge: +2
spin multiplicity: 1
energy above the lowest of the compared OMol25 structures with the same formula, charge and spin: 0.0 kcal per mole
lowest unoccupied orbital energy: -2.817 eV
HOMO: -13.03 eV

***

ORCA calculation (ωB97M-V/def2-TZVPD) on a structure of composition C4H10Br2NO3P in a non-equilibrium geometry.

Atoms and positions in Å:
C  -1.544  -1.335  -1.887
C  -0.051  2.021  1.495
C  -1.065  -2.027  -0.557
C  -0.306  2.018  0.051
N  1.471  -0.217  1.653
O  1.617  -1.218  -0.882
O  -0.597  -1.089  0.398
O  0.542  1.046  -0.565
P  0.828  -0.423  0.038
Br  2.962  -1.049  1.805
Br  4.997  0.092  1.452
H  -2.577  -0.990  -2.028
H  -0.885  -0.383  -2.148
H  -1.532  -2.078  -2.828
H  -0.682  2.819  2.065
H  -0.473  1.105  1.734
H  0.857  2.096  1.916
H  -0.279  -2.683  -0.938
H  -1.912  -2.611  -0.273
H  0.025  2.990  -0.401
H  -1.395  1.919  -0.101

Summary:
spin multiplicity: 3
lowest unoccupied orbital energy (spin up / spin down): 0.700 / -3.568 eV
HOMO (spin up / spin down): -8.03 / -9.66 eV

***

ORCA calculation (ωB97M-V/def2-TZVPD) on a cluster of 2 separate species, C7H9N5O2S in total in a non-equilibrium geometry.

Atoms and positions in Å:
C  -1.830  -1.328  -2.491
C  -1.867  -2.668  -2.426
C  -0.813  -1.658  -0.528
C  1.061  0.916  -0.691
C  1.924  0.997  0.897
C  0.395  1.631  0.881
C  0.264  2.999  1.378
N  -1.238  -0.720  -1.440
N  2.274  0.610  -0.594
N  -0.022  1.505  -0.601
N  -0.368  -1.222  0.588
N  0.255  -2.125  1.439
O  0.343  -3.294  1.102
O  0.721  -1.641  2.447
S  -1.153  -3.272  -0.992
H  -2.188  -0.841  -3.463
H  -2.178  -3.217  -3.218
H  2.650  1.767  1.017
H  2.031  0.264  1.636
H  -0.072  0.862  1.441
H  0.811  3.055  2.263
H  -0.754  3.263  1.714
H  0.769  3.822  0.906
H  -1.014  0.294  -1.266

Summary:
spin multiplicity: 1
energy above the lowest of the compared OMol25 structures with the same formula, charge and spin: 131.8 kcal per mole
lowest unoccupied orbital energy: 0.247 eV
HOMO: -8.62 eV

***

ORCA calculation (ωB97M-V/def2-TZVPD) on the molecule C6H5IS in a non-equilibrium geometry.

Atoms and positions in Å:
C  -1.016  2.230  0.635
C  -1.202  0.933  0.259
I  -3.511  0.465  -0.047
C  -0.239  -0.116  0.100
C  1.014  0.019  -0.499
C  1.678  -1.284  -0.548
C  0.860  -2.236  -0.005
S  -0.672  -1.677  0.596
H  -1.853  2.865  0.476
H  -0.113  2.748  0.898
H  1.446  0.908  -1.009
H  2.716  -1.533  -0.895
H  0.893  -3.323  0.040

Summary:
spin multiplicity: 1
energy above the lowest of the compared OMol25 structures with the same formula, charge and spin: 0.0 kcal per mole
lowest unoccupied orbital energy: -0.519 eV
HOMO: -8.67 eV

***

ORCA calculation (ωB97M-V/def2-TZVPD) on the ion C6H11N2O2 with charge +1 in a non-equilibrium geometry.

Atoms and positions in Å:
C  0.025  1.162  -1.289
C  -0.241  -0.190  -0.799
N  -1.420  -0.440  0.138
C  -1.334  0.331  1.416
C  0.177  0.617  1.800
N  1.148  -0.258  1.211
C  0.953  -0.581  0.018
C  1.806  -1.341  -0.916
O  0.893  -1.868  -1.837
O  -0.306  -1.101  -1.876
H  0.689  1.212  -2.057
H  0.355  1.728  -0.445
H  -0.959  1.675  -1.714
H  -1.325  -1.415  0.313
H  -2.313  -0.234  -0.391
H  -1.875  -0.186  2.298
H  -1.831  1.300  1.419
H  0.353  1.692  1.764
H  0.247  0.567  2.948
H  2.551  -0.594  -1.413
H  2.405  -2.078  -0.590

Summary:
total charge: +1
spin multiplicity: 1
energy above the lowest of the compared OMol25 structures with the same formula, charge and spin: 140.5 kcal per mole
lowest unoccupied orbital energy: -3.428 eV
HOMO: -13.84 eV

***

ORCA calculation (ωB97M-V/def2-TZVPD) on a structure of composition C7H8N2O2 in a non-equilibrium geometry.

Atoms and positions in Å:
C  3.776  0.087  0.070
C  2.552  -0.454  0.081
C  0.174  -1.191  -0.872
C  0.512  0.550  0.854
C  -1.009  0.524  0.263
C  1.282  -0.358  -0.147
C  -2.206  -0.984  -1.174
N  3.361  1.133  -0.578
N  -0.927  -0.446  -0.745
O  0.465  -2.207  -1.480
O  4.124  2.035  -0.947
H  4.656  -0.434  0.231
H  0.799  1.536  0.676
H  0.527  0.334  1.894
H  -1.814  0.222  1.024
H  -1.385  1.607  -0.044
H  -2.190  -1.223  -2.207
H  -2.421  -1.971  -0.723
H  -3.046  -0.354  -0.707

Summary:
spin multiplicity: 1
energy above the lowest of the compared OMol25 structures with the same formula, charge and spin: 168.4 kcal per mole
lowest unoccupied orbital energy: -0.434 eV
HOMO: -8.51 eV